No. 1
20
Properties=species:S:1:pos:R:3 method="wB97M-V/def2-TZVPD" e_lumo_ev=6.24 total_charge=-2 total_energy_ha=-460.46564 max_force_ha_per_bohr=0.040 homo_energy_ev=0.55 de_lowest_kcal_mol=19.9
C -0.9260 0.0598 0.0455
C -1.1182 0.7677 1.4381
C -0.4768 2.2389 1.4738
O -1.0394 3.1659 2.2950
C 0.2118 -0.9530 0.0918
O 0.4477 -1.6445 -1.1143
H -0.8020 0.9407 -0.5774
H -1.8348 -0.4625 -0.2704
H -2.1857 0.9237 1.6375
H -0.6661 0.2661 2.2941
H 0.5918 2.1682 1.7830
H -0.6120 2.5996 0.4023
H 1.1175 -0.4609 0.4971
H -0.0261 -1.7248 0.8711
H 2.7210 -3.3933 -0.6232
H 1.9351 -2.0107 -0.5479
O 2.7861 -2.4846 -0.2836
H -0.0312 0.3590 -3.0685
H -0.1830 -0.8768 -2.2325
O -0.5814 -0.4560 -3.0982

---

No. 2
141
Properties=species:S:1:pos:R:3 method="wB97M-V/def2-TZVPD" e_lumo_ev=1.78 total_charge=-1 total_energy_ha=-5579.79029 max_force_ha_per_bohr=0.022 homo_energy_ev=-3.52
Ta 0.1395 0.7016 -0.0735
C 5.3644 4.0819 -4.8648
C 4.5623 5.0331 -4.2424
C 3.5902 4.6383 -3.3277
C 3.4125 3.2905 -3.0234
C 4.2191 2.3409 -3.6479
C 5.1895 2.7341 -4.5662
C 2.3939 2.8439 -2.0175
C 2.8574 2.4331 -0.7875
C 4.1975 2.5885 -0.3633
C 4.2449 2.2221 0.9488
C 2.9359 1.8054 1.3180
N 2.0709 1.9362 0.2748
C 2.6183 1.3181 2.6190
C 1.3638 0.9014 2.8937
C 0.9695 0.1371 4.0886
C -0.1946 -0.4568 3.8529
C -0.6923 -0.0763 2.4753
C -2.0917 0.4753 2.5236
C -2.9913 0.1150 3.6621
C -3.6499 1.0922 4.4116
C -4.4998 0.7487 5.4614
C -4.6957 -0.5842 5.8000
C -4.0238 -1.5700 5.0836
C -3.1841 -1.2195 4.0341
C -2.5040 1.3111 1.5672
N -1.7431 1.7916 0.4741
C -2.6578 2.4424 -0.3544
C -2.4247 3.0226 -1.5478
C -3.5541 3.6771 -2.2852
C -3.9073 3.2679 -3.5756
C -4.9667 3.8601 -4.2542
C -5.6957 4.8872 -3.6604
C -5.3421 5.3218 -2.3886
C -4.2784 4.7254 -1.7155
C -1.1148 3.0606 -2.1341
C -0.7806 3.7481 -3.3357
C 0.5756 3.6488 -3.4853
C 1.0616 2.9515 -2.3574
N -0.0072 2.5454 -1.5515
C -3.9977 2.3883 0.2583
C -3.9033 1.7392 1.4086
N 0.2994 0.9509 2.0281
C 3.7351 1.0408 3.5884
C 4.3098 -0.2322 3.6540
C 5.3009 -0.5309 4.5863
C 5.7375 0.4463 5.4769
C 5.1824 1.7189 5.4210
C 4.1930 2.0117 4.4819
H 6.1222 4.3901 -5.5778
H 4.6975 6.0862 -4.4641
H 2.9664 5.3761 -2.8337
H 4.0694 1.2904 -3.4056
H 5.8111 1.9844 -5.0453
H 5.0063 2.9679 -0.9720
H 5.0982 2.2326 1.6147
H 1.5811 0.0537 4.9784
H -0.7268 -1.1115 4.5298
H -3.4791 2.1353 4.1667
H -4.9990 1.5287 6.0251
H -5.3531 -0.8524 6.6212
H -4.1519 -2.6162 5.3415
H -2.6541 -1.9957 3.4919
H -3.3459 2.4627 -4.0392
H -5.2261 3.5122 -5.2499
H -6.5275 5.3443 -4.1835
H -5.8892 6.1325 -1.9182
H -3.9943 5.0838 -0.7285
H -1.4740 4.2791 -3.9738
H 1.1818 4.0631 -4.2790
H -4.8957 2.7829 -0.1960
H -4.7037 1.4887 2.0909
H 3.9464 -1.0007 2.9780
H 5.7267 -1.5283 4.6213
H 6.4988 0.2138 6.2138
H 5.5137 2.4862 6.1136
H 3.7579 3.0078 4.4373
O -1.3757 -0.3131 -1.0337
C -2.0094 -0.1947 -2.2042
C -3.4096 -0.2544 -2.2651
C -4.0565 -0.2911 -3.4851
C -3.3337 -0.2833 -4.6868
C -1.9574 -0.2050 -4.6285
C -1.2893 -0.1426 -3.3980
C 0.1585 -0.1899 -3.3448
N 0.8404 -0.0008 -2.2899
N 2.1994 -0.3001 -2.4531
C 2.6453 -0.6262 -1.2805
O 1.9415 -0.6234 -0.1890
C 4.0777 -1.0497 -1.1588
C 4.6389 -1.1428 0.1082
C 5.9657 -1.5282 0.2700
C 6.7403 -1.8322 -0.8426
C 6.1808 -1.7462 -2.1154
C 4.8545 -1.3571 -2.2746
H -3.9575 -0.2865 -1.3265
H -5.1424 -0.3301 -3.5086
H -3.8453 -0.3246 -5.6425
H -1.3676 -0.1918 -5.5429
H 0.7106 -0.4739 -4.2373
H 4.0219 -0.8907 0.9616
H 6.3939 -1.5822 1.2657
H 7.7749 -2.1379 -0.7208
H 6.7797 -1.9861 -2.9870
H 4.4005 -1.2939 -3.2574
C -0.3683 -1.0484 1.2892
Ge -1.2351 -2.7256 0.7958
C -3.0736 -2.8067 0.1644
C -3.3918 -2.5884 -1.1802
C -4.7096 -2.6308 -1.6299
C -5.7451 -2.8700 -0.7374
C -5.4560 -3.0594 0.6110
C -4.1370 -3.0254 1.0531
C 0.0188 -3.5166 -0.4983
C 1.3374 -3.7084 -0.0657
C 2.3277 -4.1711 -0.9273
C 2.0188 -4.4579 -2.2543
C 0.7115 -4.3053 -2.6982
C -0.2744 -3.8443 -1.8273
C -1.1537 -3.9585 2.3332
C -0.0984 -3.8695 3.2497
C -0.0350 -4.6997 4.3676
C -1.0346 -5.6411 4.5976
C -2.0794 -5.7640 3.6875
C -2.1308 -4.9362 2.5682
H 0.6488 -1.4033 1.5145
H -2.6153 -2.3400 -1.8902
H -4.9217 -2.4400 -2.6766
H -6.7736 -2.8865 -1.0832
H -6.2580 -3.2271 1.3235
H -3.9465 -3.1717 2.1099
H 1.6136 -3.4882 0.9627
H 3.3475 -4.2814 -0.5695
H 2.7943 -4.7943 -2.9350
H 0.4532 -4.5423 -3.7264
H -1.2807 -3.7551 -2.2055
H 0.6855 -3.1307 3.1123
H 0.7947 -4.6041 5.0608
H -0.9984 -6.2746 5.4779
H -2.8544 -6.5069 3.8461
H -2.9415 -5.0706 1.8578

---

No. 3
6
Properties=species:S:1:pos:R:3 method="wB97M-V/def2-TZVPD" e_lumo_ev="-0.79 / -1.31" total_charge=0 total_energy_ha=-1030.91022 max_force_ha_per_bohr=0.014 homo_energy_ev="-10.23 / -9.93" de_lowest_kcal_mol=49.0
N 0.8290 1.4834 -0.1724
N -1.8883 -1.0740 0.1489
Cl 1.8473 0.2070 0.1039
Cl -0.9828 -2.4359 -0.1151
H 1.4289 2.2310 -0.5857
H -1.2343 -0.4115 0.6205

---

No. 4
39
Properties=species:S:1:pos:R:3 method="wB97M-V/def2-TZVPD" e_lumo_ev=2.70 total_charge=-1 total_energy_ha=-3518.75351 max_force_ha_per_bohr=0.054 homo_energy_ev=-3.90
C -1.3063 -0.8020 -1.8799
C -1.3178 -1.7857 -0.8691
C -2.0185 -1.2582 0.2575
H -0.8675 -2.7610 -0.9228
C -2.4263 0.0788 -0.0831
C -1.9770 0.3449 -1.4019
H -2.0732 1.2880 -1.9141
H -0.8285 -0.9082 -2.8410
H -2.2209 -1.7538 1.1895
H -2.9989 0.7262 0.5570
Tl -0.1154 -0.0421 0.7404
Br 0.8761 -2.2770 1.7210
C 2.0564 1.1959 0.3130
C 1.2470 1.9733 -0.5628
C 1.1301 1.2638 -1.7803
H 0.7872 2.9122 -0.3137
C 1.8365 0.0459 -1.6524
C 2.4360 0.0059 -0.3743
H 3.0268 -0.7941 0.0343
H 2.3710 1.4892 1.2952
H 0.5377 1.5705 -2.6274
H 1.8601 -0.7568 -2.3672
C 2.0290 0.8612 5.9312
C 2.4953 0.1810 4.7812
C 1.8277 0.3164 3.5770
C 0.6375 1.0976 3.4956
C -0.1707 1.3331 2.3858
C -1.2300 2.1622 2.2040
C -1.6378 2.8599 3.3653
C -0.9407 2.6584 4.5432
C 0.1786 1.7989 4.6589
C 0.8995 1.6618 5.8553
H 2.5535 0.7691 6.8787
H 3.3788 -0.4593 4.8349
H 2.1914 -0.2246 2.6932
H -1.7365 2.2790 1.2390
H -2.4830 3.5321 3.2875
H -1.2272 3.1864 5.4381
H 0.5145 2.2269 6.6986

---

No. 5
16
Properties=species:S:1:pos:R:3 method="wB97M-V/def2-TZVPD" e_lumo_ev=0.66 total_charge=0 total_energy_ha=-685.97475 max_force_ha_per_bohr=0.071 homo_energy_ev=-8.97 smiles="CNC(=O)CCS" de_lowest_kcal_mol=27.7
C -1.8764 1.3321 0.7220
N -1.8321 -0.0205 0.1160
C -0.7377 -0.7572 -0.3215
O -0.7527 -1.8296 -0.9579
C 0.5710 -0.2289 -0.0134
C 1.7598 -0.9769 -0.6715
S 3.2944 -0.2164 -0.4285
H -1.0701 1.4050 1.5290
H -2.9445 1.4654 1.0317
H -1.5647 2.0056 -0.0887
H -2.7103 -0.3442 -0.3671
H 0.6274 0.8242 -0.2342
H 0.7584 -0.3152 1.1074
H 1.5100 -0.9783 -1.7463
H 1.8068 -1.9824 -0.2915
H 3.1607 0.6172 0.6145

---

No. 6
21
Properties=species:S:1:pos:R:3 method="wB97M-V/def2-TZVPD" e_lumo_ev=0.89 total_charge=0 total_energy_ha=-399.67545 max_force_ha_per_bohr=0.014 homo_energy_ev=-8.85 smiles="CC(=O)[C@@H](C)N.NN" de_lowest_kcal_mol=45.1
C -0.6683 -1.8593 0.2081
C -0.1731 -0.8986 -0.8464
O 0.5862 -1.2479 -1.7231
C -0.6764 0.5394 -0.7477
C -1.9719 0.6251 -1.5622
N -0.8969 1.0519 0.5889
H -0.0822 -1.7264 1.1151
H -1.7151 -1.6572 0.4450
H -0.5558 -2.8872 -0.1466
H 0.0733 1.1796 -1.2272
H -1.8091 0.2587 -2.5736
H -2.3092 1.6531 -1.5999
H -2.7472 0.0212 -1.0926
H -1.6317 0.5303 1.0605
H -0.0467 0.9716 1.1448
N 2.6323 1.2986 1.2298
N 1.9333 0.0650 1.4137
H 2.0937 1.8711 0.5669
H 3.5587 1.1625 0.8408
H 2.2976 -0.3559 2.2637
H 2.1082 -0.5955 0.6420